# 1
A molecular structure, FH2NO. Source: the OMol25 dataset; level of theory: ωB97M-V/def2-TZVPD.

Properties
E_HOMO: -10.70 eV
ΔE to the lowest compared entry with this formula, charge and spin: 82.3 kcal per mole
orbital gap: 10.45 eV
LUMO: -0.256 eV

XYZ file:
```
5
Properties=species:S:1:pos:R:3:forces:R:3:mulliken_charge:R:1
N 0.782 -0.248 -0.239 -3.9 -2.5 -1.0 -0.3461
O -0.971 -0.491 -0.007 4.6 -3.4 0.0 -0.1421
F -1.452 0.715 -0.201 -1.4 3.4 -0.5 -0.0979
H 1.061 -0.681 0.623 0.2 0.4 0.8 0.2885
H 0.580 0.706 -0.175 0.5 2.1 0.7 0.2977
```
Positions in Å, forces in eV/Å.

# 2
A molecular structure, FH2O3PS. Source: the OMol25 dataset; level of theory: ωB97M-V/def2-TZVPD.

Properties
E_HOMO: -11.27 eV
ΔE to the lowest compared entry with this formula, charge and spin: 33.2 kcal per mole
orbital gap: 11.21 eV
LUMO: -0.065 eV

XYZ file:
```
8
Properties=species:S:1:pos:R:3:forces:R:3:mulliken_charge:R:1
O 0.343 1.291 -2.116 0.3 -0.1 -1.6 -0.4834
O 1.344 1.249 0.149 0.3 -0.1 0.1 -0.5231
O -0.260 -0.537 -0.565 1.2 1.4 1.1 -0.3297
F -0.980 1.803 -0.221 1.3 -1.2 -0.3 -0.2444
P 0.342 -1.245 0.983 -0.5 1.8 0.2 0.1328
S 0.308 0.965 -0.766 -2.7 -0.3 1.7 1.3122
H -0.885 -1.085 1.737 0.6 0.7 -0.2 0.0784
H -0.212 -2.440 0.797 -0.5 -2.2 -1.1 0.0572
```
Positions in Å, forces in eV/Å.

# 3
A molecular structure, FH2OPm. Source: the OMol25 dataset; level of theory: ωB97M-V/def2-TZVPD.

Properties
E_HOMO (alpha / beta): -11.78 / -16.35 eV
orbital gap (alpha / beta): 6.63 / 11.23 eV
LUMO (alpha / beta): -5.150 / -5.119 eV
multiplicity: 6
total charge: +1

XYZ file:
```
5
Properties=species:S:1:pos:R:3:forces:R:3:lowdin_spin:R:1
H 0.757 -0.984 0.186 -0.2 -0.2 -0.1 0.0001
O -0.210 -0.953 0.235 -0.5 1.1 -0.1 -0.0031
H -0.603 -1.735 -0.163 0.4 -0.2 0.0 0.0001
F 1.091 1.860 -0.037 -1.4 0.0 -0.1 -0.0249
Pm -1.034 1.813 -0.221 1.7 -0.7 0.3 5.0278
```
Positions in Å, forces in eV/Å.

# 4
2 unconnected molecules or ions with the total composition FH3N2. Source: the OMol25 dataset; level of theory: ωB97M-V/def2-TZVPD.

Properties
E_HOMO (alpha / beta): -10.27 / -10.34 eV
ΔE to the lowest compared entry with this formula, charge and spin: 58.2 kcal per mole
orbital gap (alpha / beta): 9.95 / 10.05 eV
LUMO (alpha / beta): -0.325 / -0.281 eV

XYZ file:
```
6
Properties=species:S:1:pos:R:3:forces:R:3:mulliken_charge:R:1
N 0.688 0.893 -0.196 -1.7 -3.0 -2.0 -0.4375
N -0.625 -0.570 0.333 2.7 0.4 -0.7 -0.1950
F -0.456 -1.606 -0.576 0.6 -0.4 0.1 -0.1567
H 0.279 1.176 0.641 0.4 1.2 2.3 0.2774
H 1.574 0.360 -0.106 -0.9 0.3 0.7 0.2551
H -1.460 -0.254 -0.096 -1.2 1.6 -0.4 0.2568
```
Positions in Å, forces in eV/Å.

# 5
A single FH3N2 molecule. Source: the OMol25 dataset; level of theory: ωB97M-V/def2-TZVPD.

Properties
E_HOMO: -9.95 eV
ΔE to the lowest compared entry with this formula, charge and spin: 6.5 kcal per mole
orbital gap: 11.20 eV
LUMO: 1.244 eV

XYZ file:
```
6
Properties=species:S:1:pos:R:3:forces:R:3:mulliken_charge:R:1
N -0.259 -0.085 -0.276 0.1 -2.0 -3.2 -0.3850
N 0.801 0.682 -0.148 1.4 2.4 0.7 -0.1148
F 2.009 -0.212 -0.011 -0.5 0.8 0.8 -0.2965
H 0.003 -0.563 -1.232 -1.7 0.7 2.4 0.2955
H -0.430 -0.790 0.443 0.2 0.1 0.1 0.2390
H 0.761 1.363 0.668 0.5 -1.9 -0.7 0.2618
```
Positions in Å, forces in eV/Å.

# 6
2 unconnected molecules or ions with the total composition FH3N2O. Source: the OMol25 dataset; level of theory: ωB97M-V/def2-TZVPD.

Properties
E_HOMO (alpha / beta): -8.70 / -10.41 eV
ΔE to the lowest compared entry with this formula, charge and spin: 51.5 kcal per mole
orbital gap (alpha / beta): 9.21 / 7.69 eV
LUMO (alpha / beta): 0.504 / -2.715 eV
multiplicity: 3

XYZ file:
```
7
Properties=species:S:1:pos:R:3:forces:R:3:lowdin_spin:R:1
N 0.599 0.504 0.107 -2.7 -3.4 0.8 0.0556
N -0.331 -0.936 -0.291 2.4 1.9 0.1 0.5332
O -1.568 -1.032 -0.144 4.1 0.2 3.7 0.5986
F -2.710 -0.638 -1.343 -3.1 0.6 -3.6 0.7905
H 0.014 1.284 -0.184 0.3 -0.3 -0.6 0.0061
H 1.459 0.300 -0.374 0.0 0.3 -0.6 -0.0001
H 0.211 -1.460 -1.016 -1.0 0.6 0.2 0.0161
```
Positions in Å, forces in eV/Å.

# 7
A single FH3N2O2S molecule. Source: the OMol25 dataset; level of theory: ωB97M-V/def2-TZVPD.

Properties
E_HOMO: -10.16 eV
ΔE to the lowest compared entry with this formula, charge and spin: 37.0 kcal per mole
orbital gap: 10.78 eV
LUMO: 0.629 eV

XYZ file:
```
9
Properties=species:S:1:pos:R:3:forces:R:3:mulliken_charge:R:1
N -0.036 -0.510 0.001 0.1 -0.4 0.6 -0.2645
N -0.124 0.453 -0.981 -0.8 0.5 0.0 -0.2061
O -1.309 2.611 -1.491 0.3 0.5 -0.7 -0.4793
O -0.491 0.030 1.296 0.7 -0.5 -0.6 -0.4211
F -2.544 0.388 -1.677 1.1 0.8 0.6 -0.3091
S -1.526 1.406 -0.761 -1.2 -1.2 -0.3 0.7342
H 0.289 -0.094 1.857 -0.2 0.0 -0.2 0.3430
H -0.724 -1.228 -0.234 0.1 0.2 0.3 0.3010
H 0.709 1.018 -1.096 0.0 0.1 0.2 0.3018
```
Positions in Å, forces in eV/Å.

# 8
2 unconnected molecules or ions with the total composition FH3N2OS. Source: the OMol25 dataset; level of theory: ωB97M-V/def2-TZVPD.

Properties
E_HOMO (alpha / beta): -8.76 / -9.09 eV
ΔE to the lowest compared entry with this formula, charge and spin: 46.6 kcal per mole
orbital gap (alpha / beta): 9.59 / 6.56 eV
LUMO (alpha / beta): 0.830 / -2.532 eV
multiplicity: 3

XYZ file:
```
8
Properties=species:S:1:pos:R:3:forces:R:3:lowdin_spin:R:1
N -0.001 0.567 -1.635 -1.4 3.3 0.2 0.0012
N 0.618 -0.209 1.912 0.5 2.2 1.0 0.6795
O -0.655 -0.659 1.841 3.9 -3.8 -2.1 0.4009
F 1.448 -1.125 1.397 -0.6 -1.0 -0.4 0.0971
S -1.861 0.119 2.320 -3.8 2.6 1.6 0.8215
H 0.310 1.279 -2.281 0.1 0.2 0.0 0.0000
H 0.743 0.027 -1.422 3.2 -2.0 1.0 -0.0001
H -0.601 0.002 -2.131 -1.9 -1.5 -1.3 0.0000
```
Positions in Å, forces in eV/Å.

# 9
A molecular structure, FH3N2OS. Source: the OMol25 dataset; level of theory: ωB97M-V/def2-TZVPD.

Properties
E_HOMO (alpha / beta): -8.06 / -10.98 eV
ΔE to the lowest compared entry with this formula, charge and spin: 22.7 kcal per mole
orbital gap (alpha / beta): 8.90 / 7.78 eV
LUMO (alpha / beta): 0.835 / -3.202 eV
multiplicity: 3

XYZ file:
```
8
Properties=species:S:1:pos:R:3:forces:R:3:lowdin_spin:R:1
N 0.678 1.280 0.276 0.3 -0.7 0.6 0.2662
N -1.578 -0.569 -0.113 -1.5 -0.8 0.3 1.0110
O 1.288 -0.669 -1.444 1.6 0.1 -1.0 0.1388
F 1.042 -1.056 0.954 0.3 -0.2 0.4 0.1397
S 0.648 -0.121 -0.302 0.5 0.4 -0.1 0.3716
H 1.124 2.036 -0.195 0.3 0.6 -0.7 0.0195
H -1.569 0.403 0.208 -1.0 -0.4 0.6 0.0233
H -1.633 -1.304 0.615 -0.5 1.0 -0.1 0.0298
```
Positions in Å, forces in eV/Å.

# 10
A single FH3O3SSi molecule. Source: the OMol25 dataset; level of theory: ωB97M-V/def2-TZVPD.

Properties
E_HOMO: -11.62 eV
ΔE to the lowest compared entry with this formula, charge and spin: 15.1 kcal per mole
orbital gap: 11.32 eV
LUMO: -0.293 eV

XYZ file:
```
9
Properties=species:S:1:pos:R:3:forces:R:3:mulliken_charge:R:1
O 1.011 1.805 -1.229 0.3 -0.3 0.1 -0.5100
S 0.126 0.724 -0.951 -1.8 2.3 -0.4 1.0244
O -0.234 -0.214 -1.972 -0.1 0.6 0.4 -0.5064
F -1.290 1.651 -0.403 1.5 -1.6 -1.0 -0.3574
Si 0.228 -0.304 0.973 -3.3 -0.7 0.0 0.5604
O -0.454 -1.678 0.385 0.2 0.9 2.1 -0.3904
H -0.710 0.261 2.000 0.2 -0.3 -0.7 -0.0519
H 1.473 0.059 1.440 2.4 -0.3 0.4 -0.1070
H -0.150 -2.304 -0.244 0.6 -0.5 -0.9 0.3382
```
Positions in Å, forces in eV/Å.

# 11
A single FH4N2PS molecule. Source: the OMol25 dataset; level of theory: ωB97M-V/def2-TZVPD.

Properties
E_HOMO: -9.35 eV
ΔE to the lowest compared entry with this formula, charge and spin: 0.0 kcal per mole
orbital gap: 10.03 eV
LUMO: 0.687 eV

XYZ file:
```
9
Properties=species:S:1:pos:R:3:forces:R:3:mulliken_charge:R:1
N -0.581 0.711 1.128 1.1 -0.4 -2.0 -0.5493
P 0.300 -0.427 0.118 -2.0 -0.4 1.1 0.7119
N 0.347 0.361 -1.376 -0.9 -0.4 1.1 -0.6496
F -0.883 -1.555 -0.155 0.8 1.5 0.3 -0.2954
S 1.793 -1.442 0.755 -0.1 0.7 -0.1 -0.3635
H -0.547 0.511 2.105 0.1 -0.4 0.6 0.2569
H -0.369 1.709 0.992 0.0 -0.8 -0.2 0.2787
H -0.650 0.526 -1.567 0.3 0.4 -0.2 0.3199
H 0.591 -0.394 -2.001 0.5 -0.1 -0.6 0.2904
```
Positions in Å, forces in eV/Å.

# 12
2 unconnected molecules or ions with the total composition FH4NSi. Source: the OMol25 dataset; level of theory: ωB97M-V/def2-TZVPD.

Properties
E_HOMO: -8.94 eV
ΔE to the lowest compared entry with this formula, charge and spin: 53.0 kcal per mole
orbital gap: 8.58 eV
LUMO: -0.364 eV

XYZ file:
```
7
Properties=species:S:1:pos:R:3:forces:R:3:mulliken_charge:R:1
N -0.123 -1.251 0.888 -0.1 -0.4 0.9 -0.6672
F -0.864 2.906 -1.198 0.2 -0.5 -0.2 -0.2475
Si -0.125 1.514 -1.668 -2.5 0.2 -1.6 0.3139
H 0.164 -1.553 1.831 -0.2 0.4 -0.5 0.2290
H -0.687 -2.024 0.545 0.1 0.2 -0.2 0.2251
H 0.733 -1.227 0.360 0.2 -0.1 -0.3 0.2286
H 0.903 1.635 -0.757 2.3 0.2 2.0 -0.0819
```
Positions in Å, forces in eV/Å.